The molecule C4H6N4O. Source: OMol25; level of theory: the ωB97M-V functional and the def2-TZVPD basis.

Each line ends with the Löwdin charge.
Cartesian coordinates (Å):
H 1.368 2.868 0.217  0.038
N 1.557 2.014 0.703  0.139
C 0.693 1.098 0.527  -0.416
N 0.845 -0.089 1.289  0.068
C 0.385 -1.310 0.998  -0.134
C -0.256 -1.710 -0.118  -0.126
N -0.879 -0.993 -1.108  0.085
C -1.092 0.353 -1.262  -0.504
O -1.681 0.841 -2.169  0.103
N -0.509 1.189 -0.219  0.165
H 1.468 -0.019 1.993  0.092
H 0.592 -2.065 1.737  0.115
H -0.410 -2.734 -0.355  0.100
H -1.381 -1.580 -1.760  0.150
H -0.699 2.138 -0.475  0.124

Force components x, y, z for each atom (eV/Å):
H -0.26 0.42 -0.42
N -0.24 -0.77 0.33
C -0.04 -1.07 0.81
N -1.88 2.70 -2.52
C -1.04 -2.13 -1.71
C 0.28 -0.18 1.58
N -0.53 1.11 -1.37
C 2.14 -0.65 2.31
O -1.00 0.69 -0.99
N -0.31 -0.47 -0.82
H 2.47 0.47 2.47
H 0.31 -0.16 -0.07
H 0.01 -0.86 0.75
H 0.10 0.52 -0.17
H -0.02 0.39 -0.18

Gap between HOMO and LUMO in eV: 8.43
Net charge: 0
Relative energy (zero: lowest compared OMol25 entry of this formula, charge and spin) in kJ/mol: 0.00



The molecule C5H8N4. Source: OMol25; level of theory: the ωB97M-V functional and the def2-TZVPD basis.

Each line ends with the Löwdin charge.
Cartesian coordinates (Å):
C -1.972 1.782 0.162  0.015
C -1.246 0.635 -0.121  -0.375
C -2.070 -0.609 -0.058  -0.082
N -1.446 -1.697 -0.246  0.008
N -0.196 -1.760 0.014  -0.010
C 0.528 -0.605 -0.109  -0.346
C 1.959 -0.551 0.086  -0.245
N 2.651 0.810 0.023  -0.036
N 0.107 0.617 -0.463  0.123
H -3.105 1.534 0.345  0.075
H -1.548 2.781 -0.214  0.073
H -3.041 -0.636 0.286  0.088
H 0.329 -2.778 0.405  0.276
H 2.454 -0.953 -0.830  0.127
H 2.215 -1.031 1.105  0.141
H 2.537 1.036 -0.959  0.039
H 1.844 1.425 0.574  0.134

Force components x, y, z for each atom (eV/Å):
C -0.22 -1.05 -1.63
C -3.63 2.70 0.79
C 4.38 1.01 -0.66
N -4.74 -2.83 1.35
N 6.34 -1.47 0.90
C 0.45 2.52 -1.07
C 4.03 -0.41 0.45
N -3.90 0.20 2.68
N -1.92 -3.31 1.36
H 2.34 1.32 -0.31
H -0.99 -1.41 1.19
H -2.40 0.13 -0.44
H -2.33 4.13 -1.85
H -0.21 -1.18 1.09
H 0.00 0.28 -1.82
H -0.12 0.68 0.10
H 2.93 -1.31 -2.13

Gap between HOMO and LUMO in eV: 7.91
Net charge: 0
Relative energy (zero: lowest compared OMol25 entry of this formula, charge and spin) in kJ/mol: 425.79



C17H13CaI2N2O2 as an isolated structure. Source: OMol25; level of theory: the ωB97M-V functional and the def2-TZVPD basis.

Each line ends with the Löwdin charge.
Cartesian coordinates (Å):
Ca 0.403 -2.484 -0.499  1.310
C 3.596 -3.233 -0.046  -0.048
O 2.578 -2.223 -0.133  -0.300
C 2.993 -0.905 0.099  -0.211
C 4.316 -0.541 0.272  -0.016
C 4.640 0.792 0.481  -0.060
C 3.649 1.760 0.501  -0.062
C 2.325 1.398 0.329  0.000
C 1.977 0.062 0.143  -0.193
N 0.648 -0.387 -0.003  -0.123
N -0.268 0.503 0.115  0.092
C -1.576 0.292 -0.042  -0.135
C -2.185 -0.986 -0.343  -0.315
O -1.499 -2.074 -0.324  -0.301
C -3.566 -1.003 -0.682  0.003
C -4.310 0.131 -0.688  0.017
C -3.776 1.400 -0.322  -0.169
C -4.573 2.558 -0.305  -0.023
C -4.041 3.765 0.071  -0.069
C -2.701 3.842 0.465  -0.057
C -1.903 2.720 0.452  -0.022
C -2.416 1.483 0.037  -0.096
H 4.367 -3.069 -0.798  0.107
H 3.115 -4.190 -0.233  0.047
H 4.041 -3.237 0.949  0.114
H 5.112 -1.271 0.247  0.111
H 5.675 1.067 0.631  0.114
H 3.907 2.800 0.648  0.114
H 1.539 2.137 0.332  0.104
H -4.003 -1.962 -0.928  0.122
H -5.358 0.076 -0.960  0.127
H -5.617 2.493 -0.584  0.118
H -4.650 4.659 0.073  0.109
H -2.285 4.786 0.790  0.110
H -0.874 2.771 0.776  0.098
I 0.230 -5.626 -0.222  0.175
I 0.489 -8.301 -0.299  0.207

Force components x, y, z for each atom (eV/Å):
Ca 1.49 -2.14 -0.79
C 0.15 -0.08 0.00
O 0.92 0.07 0.24
C -0.07 0.57 0.07
C 0.07 -0.20 -0.05
C -0.03 0.09 0.04
C 0.02 0.00 -0.02
C 0.05 -0.18 -0.03
C 0.24 0.46 0.19
N -0.71 0.47 -0.02
N 0.66 0.55 0.22
C -0.40 -0.65 -0.20
C -0.08 0.88 0.16
O -2.15 0.59 0.08
C -0.03 -0.28 0.04
C -0.02 0.00 0.03
C 0.23 0.04 0.05
C -0.08 0.11 0.03
C -0.06 0.08 -0.01
C 0.12 -0.17 0.01
C -0.01 0.07 0.01
C 0.03 -0.01 -0.02
H -0.04 0.03 -0.01
H -0.05 0.03 0.01
H -0.03 0.03 -0.01
H -0.05 -0.01 0.01
H 0.00 -0.01 -0.03
H 0.00 -0.01 0.01
H -0.02 0.00 0.03
H 0.01 0.01 -0.01
H 0.00 0.00 -0.01
H 0.02 -0.07 -0.03
H -0.04 -0.04 0.01
H -0.02 0.01 -0.01
H 0.01 0.07 -0.04
I -0.18 -0.81 0.08
I 0.04 0.51 -0.02

Gap between HOMO and LUMO in eV: 4.82
Net charge: +1



The molecule C3H6N2O3. Source: OMol25; level of theory: the ωB97M-V functional and the def2-TZVPD basis.

Each line ends with the Löwdin charge.
Cartesian coordinates (Å):
N -2.385 0.344 0.030  0.151
C -1.062 0.487 0.340  -0.531
O -0.553 1.532 0.663  0.086
C -0.292 -0.823 0.246  -0.126
N 1.129 -0.783 0.532  0.082
C 1.969 0.083 -0.142  -0.614
O 3.102 0.304 0.205  0.091
O 1.433 0.578 -1.272  0.114
H -2.666 -0.392 -0.597  0.097
H -2.993 1.147 -0.018  0.109
H -0.464 -1.228 -0.757  0.128
H -0.666 -1.615 0.896  0.130
H 1.302 -0.754 1.523  0.145
H 2.147 1.119 -1.649  0.137

Force components x, y, z for each atom (eV/Å):
N -0.52 -0.12 -0.31
C -0.02 0.07 0.06
O 0.02 0.04 0.34
C 0.38 -0.84 -0.50
N -0.62 0.86 -0.22
C 0.22 -0.43 0.33
O -0.05 0.22 0.02
O 0.20 -0.06 -0.15
H 0.11 -0.20 0.19
H 0.40 0.19 0.13
H 0.19 0.13 -0.05
H -0.49 0.33 0.19
H 0.40 -0.13 0.03
H -0.23 -0.07 -0.05

Gap between HOMO and LUMO in eV: 10.62
Net charge: 0
Relative energy (zero: lowest compared OMol25 entry of this formula, charge and spin) in kJ/mol: 2.69